No. 1
Entry from the Open Molecules 2025 dataset: a structure of composition C30H48BN7Re (ωB97M-V with the def2-TZVPD basis set).

HOMO-LUMO gap (alpha / beta) ... 6.36 / 6.17 eV
M ... 703.78 g mol⁻¹
Energy above the lowest of the compared OMol25 structures with the same formula, charge and spin ... 18.2 kcal per mole
Lowest unoccupied orbital energy (alpha / beta) ... -7.34 / -7.54 eV

The geometry in ORCA input format:
```
! RIJCOSX wB97M-V def2-TZVPD def2/J DEFGRID3
* xyz 2 2
Re 0.08151 -0.55049 0.53419
C 0.00075 3.54601 -2.95341
C -0.00785 2.97764 -1.57810
C -0.06640 3.66429 -0.37909
C -0.05902 2.71386 0.63504
N 0.00675 1.48415 0.07129
N 0.04211 1.66601 -1.30981
B 0.15551 0.49663 -2.36106
N 1.47888 -0.24019 -2.06013
N 1.64410 -0.42854 -0.73363
C 2.95170 -0.48794 -0.45814
C 3.65302 -0.35394 -1.65915
C 2.69347 -0.18183 -2.64637
C 2.85981 0.06249 -4.10205
C 3.41603 -0.52864 0.96700
C 4.09568 0.82328 1.25113
C 2.19977 -0.66860 1.88592
C 4.38612 -1.68543 1.22972
N -1.04233 -0.47159 -2.11184
N -1.38221 -0.57888 -0.78758
C -2.71614 -0.77959 -0.70882
C -3.21135 -0.91338 -1.99248
C -2.13705 -0.68121 -2.85251
C -2.13074 -0.60261 -4.33472
C -3.44847 -0.53267 0.57356
C -2.45449 -0.20145 1.69963
C -4.27220 0.75312 0.33575
C -4.41638 -1.67285 0.91953
C -0.10745 3.10845 2.10809
C -1.37542 3.95539 2.31403
C -0.12982 1.98277 3.14298
C 1.13636 3.96913 2.39136
H -0.05847 4.62991 -2.89932
H -0.84499 3.18417 -3.53612
H 0.91289 3.27801 -3.48474
H -0.10945 4.73150 -0.26903
H 0.12855 0.95027 -3.45587
H 4.71784 -0.36629 -1.80087
H 3.85882 -0.22633 -4.41746
H 2.72706 1.11905 -4.33358
H 2.13450 -0.50203 -4.68338
H 3.45437 1.65310 0.94989
H 5.03242 0.90082 0.70212
H 4.32106 0.91859 2.31300
H 1.59967 0.26354 1.91606
H 2.47980 -0.86845 2.91956
H 1.59237 -1.56937 1.64340
H 5.06752 -1.82170 0.39293
H 3.85385 -2.62536 1.38976
H 4.98618 -1.48509 2.11621
H -4.23059 -1.09024 -2.28315
H -3.03441 -1.05088 -4.73840
H -1.26654 -1.11480 -4.75122
H -2.09267 0.43740 -4.65920
H -2.20341 0.85420 1.67166
H -1.50405 -0.80659 1.68548
H -2.85943 -0.43554 2.68364
H -3.64012 1.56127 -0.03293
H -4.73088 1.06824 1.27285
H -5.06595 0.57378 -0.38675
H -3.96682 -2.44842 1.53649
H -4.79707 -2.15018 0.01926
H -5.27039 -1.28154 1.47064
H -2.27637 3.36659 2.12804
H -1.40020 4.82370 1.66069
H -1.41068 4.31286 3.34269
H -0.99777 1.33216 3.06720
H -0.17183 2.44941 4.12673
H 0.76672 1.37366 3.13912
H 1.18702 4.83855 1.73990
H 2.05153 3.38940 2.25535
H 1.10913 4.32322 3.42136
C -1.22365 -3.02447 2.82927
C -0.72337 -3.48891 1.51548
C -0.84742 -4.83167 1.05429
C -0.11747 -4.91758 -0.08682
C 0.44114 -3.62331 -0.32666
C 1.32750 -3.37135 -1.48172
N 0.01480 -2.73625 0.63989
H -1.21596 -3.86247 3.52545
H -2.25690 -2.68388 2.76251
H -0.61379 -2.21907 3.24061
H -1.37596 -5.61313 1.57076
H 0.06642 -5.78107 -0.70105
H 1.85014 -4.29512 -1.72400
H 2.05960 -2.58255 -1.32731
H 0.72150 -3.10319 -2.35306
*
```

From a Löwdin analysis of the wavefunction, the atomic charges in e read: 1.420, 0.008, -0.231, 0.046, -0.187, -0.040, 0.057, -0.458, 0.050, -0.104, -0.228, 0.070, -0.234, 0.012, -0.512, -0.009, -0.097, -0.007, 0.067, -0.093, -0.191, 0.075, -0.220, 0.017, -0.494, -0.057, -0.015, -0.003, -0.523, -0.023, -0.047, -0.022, 0.096, 0.093, 0.091, 0.129, 0.122, 0.132, 0.096, 0.093, 0.092, 0.086, 0.101, 0.101, 0.043, 0.130, 0.056, 0.093, 0.092, 0.100, 0.135, 0.098, 0.096, 0.099, 0.054, 0.008, 0.119, 0.095, 0.103, 0.099, 0.071, 0.092, 0.100, 0.086, 0.087, 0.100, 0.054, 0.103, 0.055, 0.089, 0.082, 0.100, -0.007, -0.264, 0.026, 0.024, -0.235, 0.013, -0.056, 0.107, 0.070, 0.086, 0.132, 0.132, 0.105, 0.060, 0.109


No. 2
Entry from the Open Molecules 2025 dataset: an isolated molecule of C5H9NS (ωB97M-V with the def2-TZVPD basis set).

HOMO-LUMO gap ... 8.27 eV
M ... 115.20 g mol⁻¹
Energy above the lowest of the compared OMol25 structures with the same formula, charge and spin ... 58.4 kcal per mole
SMILES string ... C[C@]12CSN[C@H]1C2
Lowest unoccupied orbital energy ... 0.91 eV

The geometry in ORCA input format:
```
! RIJCOSX wB97M-V def2-TZVPD def2/J DEFGRID3
* xyz 0 1
C -1.64471 -0.23516 0.81969
C -0.24032 -0.03257 0.39476
C 0.35999 1.36749 0.46334
S 1.76952 1.48187 -0.77535
N 0.93715 0.47346 -1.78423
C 0.27694 -0.62735 -1.02208
C 0.76966 -1.17056 0.36500
H -2.42434 -0.30343 0.08480
H -1.80645 0.57520 1.53076
H -1.82497 -1.19772 1.29364
H -0.34529 2.16484 0.05567
H 0.93164 1.74947 1.45816
H 1.48961 0.07913 -2.66022
H -0.45661 -1.18553 -1.64019
H 0.38487 -2.06308 0.76669
H 1.82331 -1.07605 0.64957
*
```

From a Löwdin analysis of the wavefunction, the atomic charges in e read: -0.049, -0.482, -0.374, 0.783, -0.453, -0.246, -0.064, 0.075, 0.083, 0.079, 0.086, 0.122, 0.131, 0.137, 0.077, 0.095


No. 3
Entry from the Open Molecules 2025 dataset: a structure of composition C17H15N3OSTa (ωB97M-V with the def2-TZVPD basis set).

HOMO-LUMO gap (alpha / beta) ... 5.68 / 5.85 eV
M ... 490.34 g mol⁻¹
Energy above the lowest of the compared OMol25 structures with the same formula, charge and spin ... 51.0 kcal per mole
Lowest unoccupied orbital energy (alpha / beta) ... -8.86 / -8.70 eV

The geometry in ORCA input format:
```
! RIJCOSX wB97M-V def2-TZVPD def2/J DEFGRID3
* xyz 2 2
Ta -0.00847 1.72313 -2.40090
O -1.60078 2.13335 -1.49986
N -2.08154 2.13189 -0.25263
C -3.37869 1.82665 0.00435
C -3.76914 1.74656 1.30420
C -2.82660 2.01524 2.31873
C -1.53051 2.34700 2.00304
C -1.12868 2.37854 0.66366
S 0.47824 2.64325 0.10692
H -4.01593 1.66069 -0.85170
H -4.78993 1.48208 1.53691
H -3.12631 1.95061 3.35636
H -0.79763 2.56723 2.76657
C -0.76385 -0.88316 -0.15957
N 0.12754 -0.32217 -1.20555
C 1.01371 -1.08930 -1.74480
C 1.83675 -0.55605 -2.75645
C 2.83802 -1.06635 -3.52124
C 3.32321 0.00105 -4.35161
C 2.59466 1.10393 -4.05763
N 1.63094 0.79342 -3.07656
C -0.02199 -1.35482 1.07383
C -0.28114 -2.63124 1.55832
C 0.31315 -3.06565 2.73777
C 1.19937 -2.24314 3.41107
C 1.47243 -0.97066 2.92362
C 0.87243 -0.53175 1.75347
H -1.32138 -1.72328 -0.57540
H -1.47904 -0.10897 0.10607
H 1.14591 -2.12089 -1.42346
H 3.19687 -2.08434 -3.50470
H 4.12049 -0.05631 -5.07445
H 2.69345 2.10318 -4.45471
H -0.97224 -3.28231 1.03426
H 0.07695 -4.04682 3.12711
H 1.69054 -2.59590 4.30786
H 2.16209 -0.32458 3.45087
H 1.10709 0.44989 1.36623
*
```

From a Löwdin analysis of the wavefunction, the atomic charges in e read: 1.764, -0.340, -0.169, 0.023, 0.012, 0.025, -0.023, -0.628, 0.774, 0.158, 0.137, 0.139, 0.136, -0.131, -0.061, -0.043, -0.312, 0.060, -0.009, -0.096, -0.213, -0.238, -0.035, -0.051, -0.055, -0.056, -0.062, 0.132, 0.090, 0.171, 0.139, 0.128, 0.121, 0.118, 0.118, 0.118, 0.115, 0.045


No. 4
Entry from the Open Molecules 2025 dataset: an isolated molecule of C5H8O2 (ωB97M-V with the def2-TZVPD basis set).

HOMO-LUMO gap ... 11.12 eV
M ... 100.12 g mol⁻¹
Energy above the lowest of the compared OMol25 structures with the same formula, charge and spin ... 77.2 kcal per mole
SMILES string ... C#C[C@](C)(O)CO
Lowest unoccupied orbital energy ... 0.83 eV

The geometry in ORCA input format:
```
! RIJCOSX wB97M-V def2-TZVPD def2/J DEFGRID3
* xyz 0 1
C 2.46985 0.23295 -0.31304
C 1.30103 0.01222 -0.12039
C -0.14438 -0.20343 -0.02334
C -0.56502 -1.50932 0.64507
O -0.71366 -0.42472 -1.40994
C -0.87014 1.05286 0.47483
O -0.61259 2.15024 -0.35583
H 3.50653 0.41309 -0.49380
H -1.36869 -1.41985 1.38874
H 0.24161 -2.15075 1.01987
H -0.94945 -1.79105 -0.35770
H -0.06575 -0.76847 -2.04878
H -0.63294 1.27619 1.53157
H -1.94107 0.83864 0.41489
H 0.34466 2.29140 -0.35217
*
```

From a Löwdin analysis of the wavefunction, the atomic charges in e read: 0.149, -0.069, -0.505, -0.008, -0.070, -0.216, -0.040, 0.034, 0.087, 0.087, 0.089, 0.105, 0.138, 0.134, 0.084


No. 5
Entry from the Open Molecules 2025 dataset: an isolated molecule of C4H6N2O (ωB97M-V with the def2-TZVPD basis set).

HOMO-LUMO gap ... 9.72 eV
M ... 98.10 g mol⁻¹
Energy above the lowest of the compared OMol25 structures with the same formula, charge and spin ... 21.3 kcal per mole
SMILES string ... Cc1cc(O)n[nH]1
Lowest unoccupied orbital energy ... 0.96 eV

The geometry in ORCA input format:
```
! RIJCOSX wB97M-V def2-TZVPD def2/J DEFGRID3
* xyz 0 1
C -2.03285 -0.10783 -0.13632
C -0.55680 0.12456 -0.05897
C 0.45944 -0.26082 -0.90639
C 1.63310 -0.02604 -0.15970
O 2.88157 -0.37087 -0.53962
N 1.39420 0.51699 1.01753
N 0.04333 0.58460 1.06515
H -2.51593 0.12581 0.81751
H -2.20530 -1.17102 -0.33392
H -2.52612 0.46218 -0.92819
H 0.37628 -0.68125 -1.89750
H 3.43345 -0.31018 0.25306
H -0.38435 1.11386 1.80737
*
```

From a Löwdin analysis of the wavefunction, the atomic charges in e read: -0.027, -0.311, 0.026, -0.436, 0.061, 0.080, -0.004, 0.076, 0.084, 0.079, 0.111, 0.109, 0.152


No. 6
Entry from the Open Molecules 2025 dataset: a structure of composition C9H2Cl3F5I2NRuS (ωB97M-V with the def2-TZVPD basis set).

HOMO-LUMO gap ... 4.84 eV
M ... 712.42 g mol⁻¹
Energy above the lowest of the compared OMol25 structures with the same formula, charge and spin ... 0.0 kcal per mole
Lowest unoccupied orbital energy ... -14.46 eV

The geometry in ORCA input format:
```
! RIJCOSX wB97M-V def2-TZVPD def2/J DEFGRID3
* xyz 3 1
Ru -1.55887 0.53528 0.56712
I -3.84842 0.06654 -0.76420
C -4.63904 -0.82736 1.01445
I -3.09509 -0.64406 2.47241
H -4.84549 -1.87536 0.82376
H -5.51290 -0.26492 1.32861
F 2.91771 -2.54650 -3.11259
C 2.16749 -1.61289 -2.69021
C 1.28993 -1.92102 -1.57485
F 1.31590 -3.11704 -1.08028
C 0.49966 -0.92899 -1.12756
F -0.36131 -1.13928 -0.08740
C 0.49030 0.38391 -1.70476
S -0.51710 1.54612 -1.13499
C 1.38797 0.63839 -2.82639
F 1.38528 1.81305 -3.35113
C 2.21398 -0.35067 -3.30677
F 3.02242 -0.14995 -4.30098
Cl 1.19880 0.91354 5.21742
C 1.55354 1.86834 3.78576
Cl 3.17915 1.57241 3.17960
Cl 1.23763 3.57694 4.02882
C 0.62040 1.40752 2.73024
N -0.10195 1.05602 1.91392
*
```

From a Löwdin analysis of the wavefunction, the atomic charges in e read: 0.447, 1.075, -0.960, 1.075, 0.009, 0.010, 0.326, -0.007, -0.094, 0.251, -0.154, -0.025, -0.450, 1.017, -0.155, 0.239, -0.101, 0.250, 0.714, -1.637, 0.701, 0.723, -0.281, 0.026


No. 7
Entry from the Open Molecules 2025 dataset: the ion C21H42N5O7 with charge +1 (ωB97M-V with the def2-TZVPD basis set).

HOMO-LUMO gap ... 8.81 eV
M ... 476.59 g mol⁻¹
Energy above the lowest of the compared OMol25 structures with the same formula, charge and spin ... 0.0 kcal per mole
SMILES string ... CCN[C@@H]1C[C@H](N)[C@@H](O[C@H]2OC(CN)=CC[C@H]2N)[C@H](O)[C@H]1O[C@H]1OC[C@](C)(O)[C@H]([NH2+]C)[C@H]1O
Lowest unoccupied orbital energy ... -1.90 eV

The geometry in ORCA input format:
```
! RIJCOSX wB97M-V def2-TZVPD def2/J DEFGRID3
* xyz 1 1
C -5.36237 -1.61378 0.67585
C -5.38095 -0.23497 1.34722
N -4.67887 0.83648 0.67506
C -3.24229 0.89082 0.72985
C -2.80229 2.35459 0.57179
C -1.31072 2.47462 0.23660
N -0.80873 3.84177 0.28530
C -1.04921 1.90290 -1.16695
O 0.24363 1.30380 -1.32863
C 1.32549 1.99343 -0.78608
O 1.57412 1.45207 0.50598
C 2.77669 1.78533 1.07746
C 2.84326 1.33602 2.51391
N 3.26229 -0.07514 2.53377
C 3.78526 2.34099 0.41728
C 3.71565 2.62700 -1.05018
C 2.56935 1.83811 -1.68264
N 2.91483 0.41296 -1.80177
C -2.07642 0.82303 -1.55250
O -3.16512 1.44643 -2.17700
C -2.49094 0.00918 -0.30849
O -1.26427 -0.46703 0.23669
C -1.17930 -1.75009 0.77747
O -1.46709 -2.78030 -0.12579
C -0.67311 -2.75265 -1.29582
C 0.83720 -2.82703 -0.99062
C 1.59127 -2.72493 -2.32119
O 1.15104 -4.05988 -0.37927
C 1.13646 -1.64409 -0.02984
N 2.56084 -1.39213 0.29341
C 3.41423 -2.56365 0.54091
C 0.29501 -1.82215 1.25066
O 0.56940 -0.82497 2.18173
H -4.37176 -2.06346 0.69717
H -6.04252 -2.27888 1.20116
H -5.69504 -1.53826 -0.35815
H -6.42103 0.09120 1.43772
H -4.96891 -0.31453 2.35665
H -5.02516 0.99202 -0.26302
H -2.93811 0.53172 1.72118
H -3.01726 2.88890 1.49784
H -3.38656 2.81386 -0.22669
H -0.73321 1.89097 0.96046
H -1.37030 4.43433 -0.31949
H -0.89536 4.20988 1.22684
H -1.14679 2.71837 -1.89785
H 1.08987 3.06289 -0.67738
H 1.84823 1.40274 2.95313
H 3.52336 1.98316 3.07532
H 2.93776 -0.52532 3.38234
H 4.27519 -0.13735 2.50597
H 4.69433 2.59605 0.93396
H 3.56796 3.69567 -1.22312
H 4.66090 2.35226 -1.52367
H 2.31794 2.26771 -2.66254
H 2.18182 -0.02648 -2.35092
H 3.77911 0.33140 -2.33110
H -1.56346 0.15127 -2.25970
H -3.75500 0.77816 -2.54405
H -3.11634 -0.83685 -0.61482
H -1.87815 -1.90019 1.61324
H -0.98267 -3.62560 -1.87415
H -0.88013 -1.84533 -1.87357
H 1.41501 -3.63629 -2.88680
H 1.22141 -1.88488 -2.90142
H 2.66150 -2.62380 -2.17926
H 0.34531 -4.46595 -0.03897
H 0.77425 -0.72345 -0.50190
H 2.91841 -0.75931 -0.47590
H 2.63190 -0.80455 1.21484
H 3.36702 -3.28074 -0.27235
H 3.08572 -3.06776 1.44646
H 4.44106 -2.23201 0.67287
H 0.49129 -2.78000 1.73997
H 0.34411 0.02167 1.76551
*
```

From a Löwdin analysis of the wavefunction, the atomic charges in e read: -0.085, -0.262, -0.035, -0.265, -0.077, -0.322, 0.060, -0.181, -0.034, -0.300, 0.000, -0.272, -0.146, 0.015, -0.016, -0.121, -0.269, 0.079, -0.252, 0.019, -0.179, -0.063, -0.287, -0.028, -0.096, -0.469, 0.013, 0.014, -0.155, 0.009, -0.010, -0.224, 0.012, 0.049, 0.073, 0.073, 0.112, 0.114, 0.116, 0.158, 0.127, 0.123, 0.139, 0.092, 0.089, 0.171, 0.160, 0.124, 0.128, 0.107, 0.109, 0.118, 0.129, 0.121, 0.158, 0.079, 0.112, 0.152, 0.116, 0.147, 0.181, 0.155, 0.125, 0.103, 0.086, 0.079, 0.116, 0.137, 0.112, 0.095, 0.082, 0.106, 0.099, 0.169, 0.084